The following is a DFT calculation (ωB97M-V/def2-TZVPD) of a cluster of 14 separate species, H28O14 in total at a distorted geometry.

Calculated values
- ΔE to the lowest compared entry with this formula, charge and spin: 1.9400 eV
- E_tot: -29119.7117 eV
- HOMO: -9.60 eV
- F_max: 2.74 eV Å⁻¹
- LUMO energy: -0.50 eV
- Frontier orbital gap: 9.10 eV

Geometry as ORCA input:
```
! wB97M-V def2-TZVPD RIJCOSX def2/J DEFGRID3
* xyz 0 1
O 1.013 -0.115 -2.854
H 1.061 0.774 -2.513
H 0.164 -0.524 -2.520
O 2.419 0.177 0.483
H 2.264 -0.718 0.127
H 2.782 0.570 -0.289
O 0.438 -1.560 2.333
H 0.031 -2.297 1.927
H 1.351 -1.596 2.245
O -2.677 -0.128 1.610
H -3.044 0.085 0.745
H -2.227 0.646 1.976
O -3.383 0.084 -0.878
H -3.749 -0.749 -1.191
H -3.922 0.700 -1.302
O 0.323 1.208 2.991
H 0.869 1.790 2.442
H 0.217 0.402 2.467
O -0.507 -2.547 -3.085
H -1.130 -3.165 -3.380
H -0.792 -2.443 -2.160
O 1.587 -2.251 -0.431
H 1.934 -2.301 -1.308
H 2.022 -3.006 -0.002
O 3.576 0.686 2.792
H 3.195 0.390 1.942
H 4.438 0.966 2.570
O -0.170 0.691 -0.031
H 0.755 0.482 0.213
H -0.590 -0.121 -0.302
O -2.118 2.631 0.329
H -1.526 3.399 0.301
H -1.519 1.888 0.300
O 1.647 3.211 1.455
H 2.604 3.340 1.437
H 1.338 3.000 0.564
O -1.095 -1.894 -0.447
H -1.506 -1.962 0.400
H -0.203 -2.273 -0.304
O -1.567 0.859 -2.826
H -2.238 0.725 -2.169
H -2.065 0.943 -3.660
*
```